Molecular formula: C22H12Co2N2O6
Method: DFT, ωB97M-V with the def2-TZVPD basis set

Results
total charge	-2
Kohn-Sham gap	0.181	Ha
F_max	6.53	eV Å⁻¹

Geometry (Å):
O 4.25313 -1.69783 -0.05534
C 3.15744 -1.92539 0.23391
Co 1.49764 -2.27187 0.65936
C 1.07100 -3.25715 -0.68127
O 0.83831 -3.96509 -1.56554
C 1.65395 -3.44587 1.95468
O 1.86052 -4.32169 2.67874
C 0.80826 -0.45930 1.27090
C 1.81415 0.11316 2.20224
C 2.34032 -0.61448 3.29192
C 3.30684 -0.06381 4.13300
C 3.78953 1.22687 3.88509
C 3.26051 1.97361 2.81981
C 2.25088 1.44334 2.01433
C -0.23564 0.08766 0.51353
C -0.57259 1.20750 -0.25751
Co -0.81899 -1.20845 1.50527
C -0.54557 -2.36005 2.87271
O -0.62637 -3.07352 3.78242
C -1.40539 -2.31899 0.28761
O -1.96461 -3.01267 -0.45499
C -2.32129 -0.47974 2.07300
O -3.33036 -0.03847 2.41922
H 1.99470 -1.64375 3.44401
H 3.65399 -0.66806 4.98591
H 4.56793 1.62643 4.55000
H 3.66619 2.97794 2.62987
H 1.84706 2.05483 1.20600
H -1.44372 1.77679 0.16270
H 0.31765 1.71850 -0.66119
C -3.77323 1.12323 -5.03291
C -3.02627 2.29335 -4.92841
C -2.15546 2.31622 -3.84717
C -2.01445 1.22551 -2.93602
C -2.74448 0.03623 -3.10416
C -3.65500 0.01222 -4.16072
N -1.06054 1.56959 -2.02612
C -0.65979 2.84435 -2.40817
N -1.27623 3.31500 -3.47915
H -4.48897 1.04931 -5.82956
H -3.08574 3.14257 -5.61528
H -2.55535 -0.79755 -2.43480
H -4.27037 -0.87657 -4.31638
H 0.08042 3.36607 -1.78155

Molecular formula: C4H11NO2
Method: DFT, ωB97M-V with the def2-TZVPD basis set

Results
total charge	+1
spin multiplicity	2
Kohn-Sham gap (alpha / beta)	0.352 / 0.171	Ha
energy relative to the best compared isomer or geometry (same formula, charge and spin)	86.3	kJ/mol
F_max	1.22	eV Å⁻¹

Geometry (Å):
C 2.08030 0.43995 -2.21278
N 1.58991 1.28573 -1.17026
C 1.14924 -0.01444 0.82300
C 0.51705 0.93434 -0.24700
C -0.66838 0.28733 -0.95595
O 1.87917 -0.72997 -2.18201
H 2.62354 0.98446 -2.98442
H 2.08832 2.15211 -0.96031
H 1.41257 -0.94828 0.34679
H 0.39503 -0.15492 1.58491
H 2.01963 0.43485 1.30048
H 0.27880 1.88703 0.20997
H -1.57216 0.86515 -0.75896
H -0.56850 0.21768 -2.03908
H -0.86992 -0.68893 -0.54120
H -3.35677 -2.41266 3.41042
H -4.81941 -2.04821 3.47552
O -4.17843 -2.49122 2.90086